Entry 1:
{"formula": "C5H14", "method": "ωB97M-V/def2-TZVPD", "elements": ["C", "C", "C", "H", "H", "H", "H", "H", "H", "H", "H", "C", "C", "H", "H", "H", "H", "H", "H"], "xyz": [[0.448687, -1.559691, -1.441136], [-0.647899, -0.472832, -1.332372], [-1.275373, -0.850949, 0.119526], [0.820829, -1.534332, -2.511193], [1.204174, -1.507580, -0.536681], [-0.019348, -2.532776, -1.283029], [-1.366608, -0.584277, -2.056951], [-0.261175, 0.448578, -1.391648], [-0.379208, -1.306487, 0.707309], [-1.933110, -1.744687, 0.033489], [-1.707693, 0.031233, 0.633010], [0.992718, 1.821105, 0.598631], [0.361998, 1.131424, 1.830772], [0.839436, 2.928804, 0.690436], [2.036408, 1.597183, 0.692003], [0.644521, 1.305568, -0.339930], [0.603653, -0.002174, 1.895602], [0.934720, 1.201286, 2.720549], [-0.697375, 1.285323, 2.094524]], "forces_ev_per_a": [[0.567, 0.367, -0.372], [-0.019, -4.885, 4.203], [1.678, -0.325, -0.587], [0.507, -0.239, 1.483], [-0.967, 0.323, -2.318], [-0.072, -0.063, -0.222], [-1.697, -0.383, -1.842], [1.180, 3.243, -0.106], [-1.746, 1.258, -0.626], [-0.102, 0.994, -0.138], [0.020, -0.971, -0.175], [-1.104, -0.496, 0.709], [0.477, -2.590, 0.310], [0.061, -1.048, -0.669], [0.778, 0.206, -0.217], [0.356, 1.393, 1.105], [-1.064, 1.376, -1.229], [0.621, 1.807, 1.148], [0.525, 0.034, -0.458]], "lowdin_charge": [-0.142, -0.265, -0.111, 0.082, 0.104, 0.055, 0.065, 0.009, 0.060, 0.069, 0.053, -0.130, -0.198, 0.081, 0.052, 0.042, 0.078, 0.032, 0.064], "smiles": "CCC.CC", "total_charge": 0, "lumo_ev": 1.14}

Entry 2:
{"formula": "C5H14", "method": "ωB97M-V/def2-TZVPD", "elements": ["C", "C", "C", "H", "H", "H", "H", "H", "H", "H", "H", "C", "C", "H", "H", "H", "H", "H", "H"], "xyz": [[-0.993047, -0.836555, -2.047165], [-0.559989, -1.279230, -0.599829], [0.498889, -2.408014, -0.523213], [-1.425138, -1.733413, -2.510919], [-1.935958, -0.290163, -1.995958], [-0.094970, -0.411079, -2.469303], [-1.471870, -1.567404, -0.075849], [-0.202893, -0.338428, -0.175577], [1.426892, -2.044536, -0.095633], [0.761046, -2.604845, -1.565281], [0.057859, -3.237902, 0.007112], [0.539592, 1.588656, 2.124017], [0.404071, 2.578370, 0.945711], [1.411066, 0.962066, 1.922066], [0.994801, 2.136410, 2.960815], [-0.428132, 1.144854, 2.300045], [0.627129, 2.040003, 0.014852], [1.038923, 3.456391, 0.950700], [-0.648267, 2.844822, 0.833416]], "forces_ev_per_a": [[-0.727, -2.119, 1.788], [-0.546, 0.914, -0.572], [-0.512, 1.519, -1.020], [1.002, -0.092, -0.659], [0.666, 1.146, 0.036], [-0.428, 0.306, -0.933], [0.110, 0.028, 0.235], [0.070, -0.251, 0.554], [0.005, -0.178, 0.528], [-0.059, -0.779, 0.114], [0.421, -0.478, -0.057], [1.875, 1.794, -0.390], [-0.588, -1.052, -0.728], [-0.704, -0.918, -0.229], [-1.065, -0.020, 0.409], [0.280, -0.582, 0.454], [0.045, 0.159, 0.047], [0.023, 0.114, 0.327], [0.132, 0.488, 0.094]], "lowdin_charge": [-0.118, -0.308, -0.103, 0.065, 0.062, 0.067, 0.089, 0.065, 0.059, 0.063, 0.062, -0.168, -0.175, 0.057, 0.059, 0.060, 0.047, 0.057, 0.058], "smiles": "CCC.CC", "total_charge": 0, "lumo_ev": 1.07}

Entry 3:
{"formula": "C5H14", "method": "ωB97M-V/def2-TZVPD", "elements": ["C", "C", "C", "H", "H", "H", "H", "H", "H", "H", "H", "C", "C", "H", "H", "H", "H", "H", "H"], "xyz": [[-0.396030, 0.270062, 0.831291], [0.536257, 0.296207, 2.082736], [1.147635, 1.670234, 2.335923], [-0.019595, -0.490459, 0.160618], [-0.342850, 1.272681, 0.405120], [-1.430090, 0.143207, 1.144498], [-0.056972, -0.002397, 2.948796], [1.351052, -0.422865, 1.985629], [1.754103, 1.950201, 1.465867], [0.403715, 2.456501, 2.453507], [1.875606, 1.638758, 3.143641], [-1.318557, -1.193418, -2.198107], [0.090698, -1.010750, -2.781364], [-1.414988, -0.740741, -1.220434], [-2.058838, -0.667966, -2.818048], [-1.740069, -2.195933, -2.247480], [0.483451, -1.963900, -3.139546], [0.027885, -0.413073, -3.695413], [0.775620, -0.502925, -2.106974]], "forces_ev_per_a": [[0.919, 0.704, 1.291], [-0.527, 0.167, 0.062], [0.589, -0.207, -0.727], [-0.414, 0.025, -0.298], [0.010, -0.191, -0.554], [-0.032, -0.433, -0.268], [0.167, -0.088, 0.120], [-0.102, -0.081, -0.050], [-0.157, 0.034, -0.076], [-0.019, -0.036, 0.320], [-0.290, 0.174, 0.400], [-0.787, 0.667, -0.836], [-0.559, -0.268, -0.787], [-0.109, -0.378, 0.189], [0.265, 0.250, 0.058], [0.550, -0.298, 0.501], [0.316, 0.028, 0.405], [0.088, 0.158, 0.176], [0.090, -0.227, 0.074]], "lowdin_charge": [-0.112, -0.308, -0.140, 0.041, 0.070, 0.071, 0.091, 0.094, 0.070, 0.071, 0.064, -0.164, -0.157, 0.016, 0.063, 0.062, 0.059, 0.059, 0.051], "smiles": "CCC.CC", "total_charge": 0, "lumo_ev": 1.13}

Entry 4:
{"formula": "C5H14", "method": "ωB97M-V/def2-TZVPD", "elements": ["C", "C", "C", "H", "H", "H", "H", "H", "H", "H", "H", "C", "C", "H", "H", "H", "H", "H", "H"], "xyz": [[0.871663, -2.702459, 0.701173], [0.893223, -1.201438, 0.506048], [0.952367, -0.316860, 1.782192], [-0.100362, -3.175991, 0.806808], [1.346328, -3.166616, -0.158927], [1.507081, -3.003376, 1.536706], [1.763319, -0.899124, -0.080541], [0.115760, -0.838954, -0.126950], [1.785878, 0.353634, 1.642948], [0.051454, 0.257372, 1.988880], [1.175459, -0.897738, 2.678852], [-1.704066, 1.514325, -1.135985], [-0.902873, 2.573748, -1.839599], [-2.598959, 1.893360, -0.659003], [-2.053477, 0.664394, -1.720322], [-1.125562, 1.098274, -0.306200], [-1.277214, 2.827966, -2.838547], [-0.890793, 3.530136, -1.352080], [0.131713, 2.328341, -2.028287]], "forces_ev_per_a": [[0.605, -0.324, -0.242], [0.569, 0.883, 0.555], [0.055, -0.623, -0.155], [-0.210, 0.251, 0.192], [-0.093, -0.183, -0.262], [-0.160, 0.097, 0.173], [0.283, -0.461, 0.064], [-1.031, -0.068, -0.386], [0.102, 0.534, 0.226], [-0.072, -0.002, -0.128], [-0.043, -0.114, -0.050], [-0.033, -0.531, 0.976], [-0.094, 0.449, -1.465], [-0.259, 0.409, -0.032], [0.331, 0.095, -0.414], [0.035, -0.048, -0.056], [-0.275, -0.264, 0.075], [-0.070, 0.341, 0.722], [0.359, -0.440, 0.205]], "lowdin_charge": [-0.121, -0.308, -0.107, 0.067, 0.062, 0.068, 0.094, 0.064, 0.056, 0.057, 0.063, -0.167, -0.172, 0.060, 0.067, 0.041, 0.065, 0.055, 0.057], "smiles": "CCC.CC", "total_charge": 0, "lumo_ev": 1.11}

Going through the records in order, we get highest occupied orbital energy values of -10.72; -11.06; -11.27; -11.23 eV.